Record 1
ORCA calculation (ωB97M-V/def2-TZVPD) on a 4-piece molecular cluster, C19H26IN2O7S overall at a distorted geometry.

The geometry in ORCA input format:
```
! wB97M-V def2-TZVPD RIJCOSX def2/J DEFGRID3
* xyz 1 1
O 1.85166 0.45180 2.22306
C 1.91811 1.33708 1.43548
I 3.04171 1.10262 -0.36371
C 1.19993 2.65836 1.63259
C -0.35691 2.48856 1.75088
C -0.93624 3.55218 0.88097
N -1.17068 3.10772 -0.29481
C -0.92370 1.66045 -0.42469
C -0.93499 1.25405 1.05911
N -2.34584 1.13134 1.47183
C -2.87798 0.03627 1.48540
S -3.56169 -1.34362 1.51526
H 1.48280 3.32258 0.81893
H 1.58585 3.08919 2.55543
H -0.64261 2.63366 2.78733
H -1.13498 4.57469 1.17519
H -1.52672 3.66010 -1.06695
H -1.78982 1.22330 -0.91972
H -0.04716 1.39651 -1.01075
H -0.43364 0.31902 1.28707
O -5.33258 2.95643 -3.69488
C -5.33500 2.16141 -2.80981
O -4.23208 1.41514 -2.50591
C -4.53712 0.47930 -1.46198
C -5.74416 1.06110 -0.73443
C -6.46870 1.78526 -1.87143
H -4.75175 -0.49243 -1.91149
H -3.66111 0.38461 -0.82837
H -6.34019 0.30667 -0.22648
H -5.41422 1.78821 0.01020
H -7.15582 1.13131 -2.40927
H -6.99748 2.67576 -1.54651
O 4.58856 0.91833 -3.49615
C 4.31988 -0.20513 -3.81142
O 3.66062 -1.04366 -2.97824
C 3.55852 -2.35842 -3.56781
C 3.71592 -2.13244 -5.06717
C 4.64964 -0.92108 -5.10483
H 4.35472 -2.97891 -3.15437
H 2.59845 -2.78675 -3.29304
H 4.09450 -3.00679 -5.59021
H 2.75291 -1.86828 -5.50522
H 5.70182 -1.20736 -5.07585
H 4.47747 -0.26624 -5.95345
O 1.48352 -5.45602 4.84759
C 1.83153 -4.33858 4.62409
O 2.42250 -3.97985 3.45432
C 2.81987 -2.60085 3.49369
C 1.93668 -1.96036 4.55885
C 1.72728 -3.12261 5.53000
H 3.88011 -2.55145 3.75068
H 2.67704 -2.16807 2.50703
H 2.38327 -1.07421 5.00453
H 0.98055 -1.67125 4.11926
H 2.51784 -3.18530 6.27859
H 0.76146 -3.10500 6.02567
*
```

The calculation puts the HOMO energy at -11.79 eV. As for the energy relative to the best compared isomer or geometry (same formula, charge and spin): 0.000 eV. The gap between HOMO and LUMO is 7.1 eV. The calculation puts the LUMO energy at -4.639 eV. The calculation puts the total energy at -56366.50456 eV.

---

Record 2
ORCA calculation (ωB97M-V/def2-TZVPD) on C19H26N2O3S as an isolated structure at a distorted geometry.

The geometry in ORCA input format:
```
! wB97M-V def2-TZVPD RIJCOSX def2/J DEFGRID3
* xyz 0 1
C -6.79726 -0.48895 -2.02508
H -6.79146 -0.16166 -3.14237
C -6.51938 0.78966 -1.19810
C -6.38578 0.20173 0.24181
O -5.23429 -0.70350 0.25527
C -4.10648 0.00271 0.41378
C -3.92014 1.33115 0.54748
C -2.56322 1.98734 0.23328
C -1.50310 1.14186 0.23636
C -1.61916 -0.31056 0.28889
C -2.99709 -0.58396 0.32457
O -3.34653 -2.01549 0.15578
C -2.16345 -3.21815 0.09322
H -2.63571 -3.92976 0.21720
H -1.58598 -2.92146 -0.82239
H -1.61436 -2.99963 1.21681
H -0.77489 -1.09065 0.27464
C -0.11664 1.64370 0.36454
O 0.28247 2.84794 -0.35027
N 0.82222 1.03630 1.09042
H 0.55944 0.08019 1.25431
C 2.14694 1.29908 0.96670
H 2.73361 1.40615 1.84771
H 2.33543 2.19143 0.44127
C 2.86620 0.20812 -0.23990
C 4.43244 0.20538 -0.18677
C 5.30999 0.38312 0.71740
C 6.64745 0.69350 0.16076
C 6.56467 0.07712 -0.98514
S 5.10835 -0.28186 -1.62447
H 7.50401 0.10001 -1.78923
H 7.45384 0.78211 0.62750
H 5.11400 0.92021 1.74545
N 2.42950 -1.36428 0.57999
C 2.48246 -2.40634 -0.33126
H 1.99044 -1.88547 -1.19312
H 2.08958 -3.21022 -0.04360
H 3.54034 -2.57782 -0.36598
C 3.10710 -1.52630 1.85800
H 2.92176 -0.61693 2.63890
H 2.71427 -2.51907 2.43450
H 4.05085 -1.73364 1.94332
H 2.30083 0.02224 -0.95861
H -2.42421 2.89112 0.38608
H -4.76469 2.20811 0.34397
H -7.08163 -0.51684 0.55674
H -6.35941 0.97786 1.00175
H -7.43963 1.17962 -1.15052
H -5.80324 1.39427 -1.60437
H -7.86636 -0.99413 -1.79655
H -5.95775 -1.09627 -2.08461
*
```

The calculation puts the HOMO energy at -8.31 eV. As for the energy relative to the best compared isomer or geometry (same formula, charge and spin): 18.546 eV. The gap between HOMO and LUMO is 8.8 eV. The calculation puts the LUMO energy at 0.532 eV. The calculation puts the total energy at -40065.93337 eV.

---

Record 3
ORCA calculation (ωB97M-V/def2-TZVPD) on C19H26N2O5 as an isolated structure at a distorted geometry.

The geometry in ORCA input format:
```
! wB97M-V def2-TZVPD RIJCOSX def2/J DEFGRID3
* xyz 0 1
C -0.29426 -3.02779 2.33625
H 0.30299 -3.23039 3.19767
C 0.37961 -3.83709 1.13280
C 1.77112 -3.71186 0.92249
O 2.03172 -2.51962 0.44144
C 1.53314 -1.94330 -0.55871
C 1.14412 -2.76560 -1.53676
C 0.84833 -2.02134 -3.02065
C 0.80319 -0.64069 -3.11506
C 1.24371 0.07153 -1.94200
C 1.50005 -0.25870 -0.70691
C 1.83605 0.47552 0.38207
N 3.40911 0.32164 0.46129
C 4.13394 1.65716 0.23008
O 5.30882 1.56520 -0.03978
N 3.29702 2.69451 0.10570
C 2.05375 2.68184 0.23587
C 1.24365 1.68446 0.52998
C -0.06267 1.84759 0.55514
O -0.94470 2.73667 0.62398
O -0.67059 0.49832 0.83159
C -2.15162 0.45151 1.15123
H -2.46864 1.36640 1.51214
C -2.66996 0.19651 -0.24085
O -3.98394 0.03234 -0.67929
C -4.76456 0.89695 0.03812
C -4.67432 2.05078 -0.62381
H -4.67986 2.28879 -1.73525
H -3.82538 2.66999 -0.22852
H -5.46544 2.84450 -0.23921
H -4.72662 1.09101 1.08634
H -5.87664 0.44988 -0.28252
H -2.09331 -0.68548 -0.84558
H -2.38957 0.89954 -1.04658
H -2.25520 -0.58371 1.62561
C 1.54398 4.44333 0.12599
H 1.78262 4.66812 -1.05575
H 1.96723 4.87752 1.12246
H 0.40821 4.30294 0.23433
H 3.79330 3.68518 -0.11954
H 3.97172 -0.43950 0.84957
H 1.47186 -0.09204 1.61791
H 1.09232 1.15137 -1.98955
H 0.52668 -0.34415 -3.92654
H 0.49309 -2.60321 -3.80962
H 1.40326 -3.77944 -1.65056
H 2.20806 -4.48861 0.25281
H 2.38387 -3.97113 1.92968
H 0.11124 -4.88538 1.32218
H -0.44522 -3.67372 0.27648
H -1.38445 -3.15829 2.32494
H -0.17078 -1.94011 1.93690
*
```

The calculation puts the HOMO energy at -8.29 eV. As for the energy relative to the best compared isomer or geometry (same formula, charge and spin): 17.236 eV. The gap between HOMO and LUMO is 8.3 eV. The calculation puts the LUMO energy at 0.056 eV. The calculation puts the total energy at -33327.63504 eV.